Record 1
C4H6N2OS | ωB97M-V/def2-TZVPD

- Spin multiplicity: 1
- Structure (SMILES): N/N=C1\SC=C[C@H]1O
- Electronic energy: -20105.483 eV
- HOMO-LUMO gap: 9.44 eV

Geometry (Å):
N: -2.648645 -0.407960 -0.015079
N: -1.580483 0.476433 0.302838
C: -0.459767 -0.027652 0.487288
S: -0.034961 -1.760478 0.028797
C: 1.679098 -1.279408 -0.170182
C: 1.875374 -0.045891 0.250663
C: 0.783445 0.892675 0.568797
O: 0.549307 1.698639 -0.585952
H: -2.289304 -1.068259 -0.730029
H: -3.536660 0.101748 -0.341127
H: 2.337692 -1.951266 -0.525811
H: 2.864198 0.364187 -0.094792
H: 0.918712 1.339289 1.511248
H: -0.458010 1.667937 -0.686664

Atoms 1-6, force components in eV/Å:
N -0.35 0.82 -0.73
N -2.65 -0.16 0.28
C 1.31 -1.69 -0.12
S -0.02 0.64 0.45
C -3.91 1.90 2.08
C 3.46 0.82 -1.98

=====

Record 2
C4H3InO2 | ωB97M-V/def2-TZVPD

- Spin multiplicity: 2
- Charge: +1
- Electronic energy: -13453.855 eV
- ⟨S²⟩: 0.7612
- HOMO-LUMO gap (spin up / spin down): 9.06 / 5.52 eV

Geometry (Å):
O: -1.325961 2.370467 -0.080405
C: -0.639354 1.517438 -0.497819
C: 0.222550 0.629479 -0.967623
C: 0.169681 -0.817729 -0.730689
C: 0.391854 -1.345872 0.491350
H: 1.002911 1.070208 -1.593197
H: -0.185301 -2.243878 0.882497
H: 0.015485 -1.469842 -1.589461
In: -0.043405 0.906068 2.490665
O: 0.391541 -0.616338 1.594684

Atoms 1-6, force components in eV/Å:
O 1.33 -2.14 -1.07
C -1.18 2.27 1.27
C 0.28 -0.58 -0.09
C 0.72 1.31 -2.23
C -4.56 -0.89 4.87
H -0.41 -0.21 -0.41

=====

Computed values of ΔE to the lowest compared entry with this formula, charge and spin (unit: kcal/mol) for the preceding records, in sequence: 89.0 0.0.
Computed values of largest force on an atom (unit: Eh/bohr) for the preceding records, in sequence: 0.0937 0.1593.